No. 1
Formula: C3H5O2S2
Source: OMol25
Level of theory: the ωB97M-V functional and the def2-TZVPD basis

Geometry as XYZ:
```
12
Properties=species:S:1:pos:R:3:mulliken_charge:R:1
C 1.75913 -0.05404 -0.41636 -0.62
S 1.11030 -0.03499 1.26621 -0.15
C -0.76965 -0.30805 0.98365 -0.36
S -1.01892 -1.85635 0.04859 -0.35
C -1.32555 0.87350 0.03480 0.58
O -1.42002 0.55099 -1.14273 -0.71
O -1.59326 1.87768 0.61417 -0.66
H 2.28180 0.94386 -0.46549 0.24
H 0.86189 0.06601 -0.94035 0.15
H 2.39228 -0.78018 -0.74894 0.32
H -1.26879 -0.15054 1.96197 0.35
H -1.00921 -1.12788 -1.19553 0.21
```

Output
Net charge: -1
SMILES string: CS[C@H](S)C(=O)[O-]
ΔE to the lowest compared entry with this formula, charge and spin: 0.8483 eV
Gap between HOMO and LUMO: 7.671 eV



No. 2
Formula: C3H5O2Tb
Source: OMol25
Level of theory: the ωB97M-V functional and the def2-TZVPD basis

Geometry as XYZ:
```
11
Properties=species:S:1:pos:R:3:mulliken_charge:R:1
H -1.24096 2.20160 -2.81109 -0.19
O 0.18256 -0.17274 1.17785 -0.32
C 0.36955 -0.46103 -0.05849 0.17
O 0.86452 -1.66834 -0.25488 -0.33
C 1.04270 -2.58621 0.73744 -0.39
H 1.44489 -3.53195 0.38907 0.33
H 0.79638 -2.32931 1.76358 0.33
C -0.44722 1.18098 1.34026 -0.84
H -1.34894 0.98476 1.93954 0.21
H 0.25508 1.72635 1.98817 0.20
Tb -0.64086 1.74755 -1.01803 1.83
```

Output
Net charge: +1
Expectation value of S²: 16.5270
Spin multiplicity: 8
ΔE to the lowest compared entry with this formula, charge and spin: 0.0000 eV
Gap between HOMO and LUMO (alpha / beta): 6.407 / 8.103 eV



No. 3
Formula: C3H5O3
Source: OMol25
Level of theory: the ωB97M-V functional and the def2-TZVPD basis

Geometry as XYZ:
```
11
Properties=species:S:1:pos:R:3:mulliken_charge:R:1
C 0.42122 1.65699 0.19346 -0.27
C -0.37165 0.09806 0.50847 0.56
C -0.16800 -1.21394 -0.03771 -0.22
O -1.35255 0.57441 1.26824 -0.13
O 0.66140 -1.19450 -1.18774 -0.52
O -1.02572 1.31048 -0.01786 0.02
H 0.80121 2.29979 1.08550 0.28
H 0.91182 1.68892 -0.70241 0.34
H -1.19202 -1.46295 -0.36415 0.28
H 0.29601 -1.72644 0.87182 0.29
H 1.01828 -2.03081 -1.61763 0.35
```

Output
Net charge: +1
ΔE to the lowest compared entry with this formula, charge and spin: 6.7114 eV
Gap between HOMO and LUMO: 9.462 eV



No. 4
Formula: C3H5O3P
Source: OMol25
Level of theory: the ωB97M-V functional and the def2-TZVPD basis

Geometry as XYZ:
```
12
Properties=species:S:1:pos:R:3:mulliken_charge:R:1
C 0.63619 -1.53745 0.13043 -0.77
C 0.22063 -0.26211 -0.02709 0.15
C 1.23401 1.13607 -0.29170 -0.88
P -1.61862 0.11378 0.07799 0.72
O -2.33071 -1.20902 -0.10078 -0.83
O -1.79612 0.73343 1.46085 -0.82
O -1.87068 1.11280 -1.05223 -0.85
H -0.08861 -2.34970 0.54925 0.20
H 1.60540 -1.87044 0.39799 0.34
H 1.70187 1.53734 0.58993 0.22
H 2.00016 0.92652 -1.08917 0.24
H 0.30647 1.66878 -0.64548 0.27
```

Output
Net charge: -2
SMILES string: C=C(C)P(=O)([O-])[O-]
ΔE to the lowest compared entry with this formula, charge and spin: 0.5622 eV
Gap between HOMO and LUMO: 5.881 eV



No. 5
Formula: C3H5O3P
Source: OMol25
Level of theory: the ωB97M-V functional and the def2-TZVPD basis

Geometry as XYZ:
```
12
Properties=species:S:1:pos:R:3:mulliken_charge:R:1
C 0.74687 -1.43496 -0.14300 -0.67
C 0.20971 -0.21673 -0.04613 0.22
C 1.16669 1.10561 -0.09762 -1.26
P -1.71058 0.03755 0.00909 0.74
O -2.36685 -1.28050 -0.31545 -0.83
O -1.88073 0.25491 1.52273 -0.82
O -2.08044 1.21467 -0.89439 -0.81
H 0.00541 -2.20765 0.05138 0.34
H 1.88104 -1.52578 0.20948 0.18
H 1.90324 0.98345 -0.89949 0.29
H 0.41667 1.85821 -0.22194 0.35
H 1.70896 1.21122 0.82534 0.27
```

Output
Net charge: -2
SMILES string: C=C(C)P(=O)([O-])[O-]
ΔE to the lowest compared entry with this formula, charge and spin: 0.1970 eV
Gap between HOMO and LUMO: 5.839 eV



No. 6
Formula: C3H5O3P
Source: OMol25
Level of theory: the ωB97M-V functional and the def2-TZVPD basis

Geometry as XYZ:
```
12
Properties=species:S:1:pos:R:3:mulliken_charge:R:1
C -0.99830 1.65029 -0.39669 -0.81
C 0.23494 1.18894 0.02259 -0.19
C 0.38571 -0.25158 0.35319 0.38
O 1.53780 -0.89039 0.83645 -0.50
O -0.81875 -0.79165 0.79922 -0.51
P 0.55282 -1.24399 -1.62548 0.45
O -0.20096 -2.47885 -1.36254 -0.42
H -1.09139 2.62923 -0.69649 0.34
H -1.81400 0.90379 -0.41817 0.26
H 1.21690 1.64248 0.17267 0.32
H 1.88005 -0.55850 1.70551 0.30
H -0.88481 -1.79977 0.60973 0.39
```

Output
Net charge: 0
SMILES string: C=CC(O)(O)P=O
ΔE to the lowest compared entry with this formula, charge and spin: 3.2170 eV
Gap between HOMO and LUMO: 7.233 eV



Number 1: electronic energy -1064.207592 Eh. Number 2: electronic energy -1091.729906 Eh. Number 3: electronic energy -342.460754 Eh. Number 4: electronic energy -684.364183 Eh. Number 5: electronic energy -684.377605 Eh. Number 6: electronic energy -684.307742 Eh.